Record 1
DFT (wB97M-V/def2-TZVPD) results for a structure of composition C32H22BrIrN6O4.

- 2S+1 = 2
- net charge = +1
- E_HOMO (alpha / beta) (eV) = -11.2 / -11.2
- LUMO (alpha / beta) (Eh) = -0.2127 / -0.2407
- Kohn-Sham gap (alpha / beta) (Eh) = 0.19994 / 0.17114

Positions of all 66 atoms, in Å:
Ir 0.095 -0.577 -0.785
C -0.367 3.647 -0.573
C -0.267 3.975 0.788
C -0.221 2.971 1.712
C -0.240 1.614 1.295
N -0.279 1.318 -0.045
C -0.391 2.320 -0.924
N -0.216 0.694 2.238
C -0.185 -0.614 2.133
N -0.322 -1.356 0.968
C -0.113 -2.686 1.277
N -0.114 -3.668 0.411
C -0.021 -3.613 -0.903
C -0.179 -4.837 -1.602
C -0.111 -4.858 -2.966
C 0.154 -3.666 -3.650
C 0.336 -2.511 -2.921
N 0.249 -2.459 -1.591
C 0.080 -2.818 2.684
C 0.319 -3.919 3.503
C 0.469 -3.692 4.855
C 0.404 -2.399 5.391
C 0.189 -1.297 4.591
C 0.028 -1.507 3.224
H -0.442 4.411 -1.330
H -0.244 5.007 1.094
H -0.171 3.157 2.772
H -0.505 2.019 -1.958
H -0.352 -5.719 -1.007
H -0.245 -5.781 -3.504
H 0.227 -3.641 -4.724
H 0.559 -1.572 -3.413
H 0.383 -4.910 3.085
H 0.647 -4.526 5.514
H 0.535 -2.270 6.455
H 0.143 -0.299 4.996
C 3.312 0.994 1.943
C 2.705 0.679 0.602
O 2.151 -0.412 0.452
C 2.827 1.670 -0.457
C 3.512 2.868 -0.235
C 3.707 3.801 -1.231
C 3.202 3.561 -2.511
C 2.507 2.412 -2.774
C 2.255 1.426 -1.763
O 1.528 0.425 -2.062
H 3.072 0.204 2.651
H 2.927 1.939 2.321
H 4.393 1.064 1.839
H 3.910 3.080 0.742
H 4.250 4.710 -1.025
H 3.348 4.294 -3.291
H 2.099 2.225 -3.757
Br -4.241 0.532 2.038
C -4.376 0.816 0.176
C -5.420 1.552 -0.382
N -5.506 1.732 -1.677
C -4.632 1.232 -2.518
C -3.551 0.495 -2.039
C -3.419 0.286 -0.681
C -2.512 -0.089 -3.059
O -2.946 -0.322 -4.162
O -1.365 -0.217 -2.589
H -6.202 1.989 0.223
H -4.784 1.405 -3.573
H -2.584 -0.284 -0.288

***

Record 2
DFT (wB97M-V/def2-TZVPD) results for the molecule CH4N4.

- net charge = 0
- E_HOMO (alpha / beta) (eV) = -9.5 / -9.5
- LUMO (alpha / beta) (Eh) = 0.0036 / 0.0036
- Kohn-Sham gap (alpha / beta) (Eh) = 0.35106 / 0.35109

Positions of all 9 atoms, in Å:
C 0.687 -0.430 0.225
N 0.026 -1.523 -0.584
N -0.907 -1.048 -1.224
N 0.036 0.744 0.183
N -1.381 0.099 -1.093
H 0.852 -0.941 1.102
H 1.732 -0.515 -0.269
H -0.528 0.959 0.920
H -1.184 0.959 -1.528

***

The following F_max values (in eV/Å) correspond, in order, to the records above: 5.89, 4.39.
The following ΔE to the lowest compared entry with this formula, charge and spin values (in kcal per mole) correspond, in order, to the records above: 86.4, 133.3.
The following E_tot values (in Eh) correspond, in order, to the records above: -4540.24334, -259.34748.